No. 1
Computed, not measured: a gas-phase ion, CH3N2S (charge +1) in a non-equilibrium geometry, with ωB97M-V/def2-TZVPD.

Properties
E_HOMO: -15.99 eV
structure (SMILES): NC1=[SH]#[N+]1
HOMO-LUMO gap: 0.3616 Eh
lowest unoccupied orbital energy: -6.1 eV
charge: +1

Structure (XYZ):
```
7
Properties=species:S:1:pos:R:3:forces:R:3:mulliken_charge:R:1
N 0.0072 0.8872 0.9297 -1.1334 3.6387 -0.5941 -0.27
C -0.0808 0.3193 -0.1905 1.1286 -3.8951 3.1553 0.54
S 0.3204 -1.3039 -0.9751 5.3485 4.0706 -2.5264 0.01
N -0.6969 0.1281 -1.1901 -3.4625 -0.6938 -4.8429 -0.20
H -0.3093 1.8383 0.5680 0.5503 -0.2750 2.5054 0.36
H 0.6193 0.6682 1.6766 0.8783 0.2470 0.5782 0.29
H 0.1400 -2.5372 -0.8186 -3.3098 -3.0923 1.7246 0.26
```
Forces are in eV/Å.

=====

No. 2
Computed, not measured: a gas-phase ion, CH3N2S (charge +1) in a non-equilibrium geometry, with ωB97M-V/def2-TZVPD.

Properties
E_HOMO: -16.21 eV
structure (SMILES): [H]/N=C1/[NH2+]S1
HOMO-LUMO gap: 0.3659 Eh
lowest unoccupied orbital energy: -6.3 eV
charge: +1

Structure (XYZ):
```
7
Properties=species:S:1:pos:R:3:forces:R:3:mulliken_charge:R:1
H 1.1293 -2.0445 0.1283 -0.3671 1.4131 -0.6131 0.34
N 0.9992 -1.0059 -0.0233 1.4536 -2.9864 0.8177 -0.35
C -0.0872 -0.4925 0.0554 -1.8680 0.2377 0.7487 0.34
N -0.3234 0.9030 -0.0164 -0.4651 -0.6095 -2.8604 -0.15
S -1.8419 -0.0601 0.0378 1.3806 -0.4829 -0.0895 0.19
H -0.0403 1.5052 0.6662 0.5400 1.7767 3.2751 0.30
H 0.1645 1.1948 -0.8480 -0.6740 0.6513 -1.2784 0.33
```
Forces are in eV/Å.

=====

No. 3
Computed, not measured: CH3N3O in the gas phase in a non-equilibrium geometry, with ωB97M-V/def2-TZVPD.

Properties
E_HOMO (spin up / spin down): -6.62 / -10.58 eV
HOMO-LUMO gap (spin up / spin down): 0.2809 / 0.3296 Eh
lowest unoccupied orbital energy (spin up / spin down): 1.0 / -1.6 eV
charge: 0
spin multiplicity: 3

Structure (XYZ):
```
8
Properties=species:S:1:pos:R:3:forces:R:3:mulliken_charge:R:1
C -0.8000 0.7347 -0.1552 -2.0135 1.2535 3.0799 -0.43
N 0.5013 1.1617 -0.0588 -1.7536 2.7512 -1.3997 -0.15
N 1.5026 0.5836 0.0034 3.5510 -0.1213 0.0917 0.07
N 0.1670 -1.2701 -0.2360 0.7124 0.3891 -0.6901 -0.31
O 1.3882 -0.8524 0.0853 -0.6201 -2.4346 0.6163 -0.08
H -1.2210 0.8562 0.9137 -0.0477 -0.4619 -2.1913 0.30
H -1.3264 0.5869 -1.0698 -0.1345 0.2026 -0.1630 0.33
H -0.2117 -1.8005 0.5173 0.3060 -1.5785 0.6562 0.26
```
Forces are in eV/Å.

=====

No. 4
Computed, not measured: CH3N3O2 in the gas phase in a non-equilibrium geometry, with ωB97M-V/def2-TZVPD.

Properties
E_HOMO (spin up / spin down): -9.22 / -9.21 eV
structure (SMILES): N/C=N/[N+](=O)[O-]
HOMO-LUMO gap (spin up / spin down): 0.3218 / 0.3218 Eh
lowest unoccupied orbital energy (spin up / spin down): -0.5 / -0.5 eV
charge: 0

Structure (XYZ):
```
9
Properties=species:S:1:pos:R:3:forces:R:3:mulliken_charge:R:1
N 0.5221 1.2216 -1.1682 0.1780 0.0717 0.1738 -0.25
C 0.4654 0.4871 -0.1020 -4.8273 -5.7733 -0.6770 0.05
N -0.7051 -0.6755 -0.1928 4.2042 5.8683 -1.2471 -0.58
N -0.7941 -1.3008 0.9879 0.1231 0.2052 0.6820 1.10
O 0.1902 -1.4065 1.7020 0.6243 -0.1894 0.8007 -0.64
O -1.8910 -1.7364 1.2569 -0.3502 -0.5259 0.0735 -0.59
H 1.2658 1.8799 -1.3558 -0.2079 -0.0144 0.1528 0.24
H -0.1797 1.0417 -1.8756 0.0893 0.0103 -0.0690 0.29
H 1.1265 0.4888 0.7475 0.1664 0.3474 0.1103 0.38
```
Forces are in eV/Å.

=====

No. 5
Computed, not measured: 2 unconnected molecules or ions with the total composition CH3N3O2S in a non-equilibrium geometry, with ωB97M-V/def2-TZVPD.

Properties
E_HOMO: -10.89 eV
structure (SMILES): N=S(=O)=O.N=C=N
HOMO-LUMO gap: 0.4098 Eh
lowest unoccupied orbital energy: 0.3 eV
charge: 0

Structure (XYZ):
```
10
Properties=species:S:1:pos:R:3:forces:R:3:mulliken_charge:R:1
N -0.8812 1.3022 -1.7148 0.2463 -1.0623 -0.3397 -0.43
S 0.3861 0.4914 -1.6735 -0.0191 1.7346 -0.2124 1.06
O 0.3449 -0.7952 -2.2823 -0.0450 -0.0827 0.1838 -0.51
O 1.6385 1.0740 -1.2874 -0.4345 -0.4220 -0.1239 -0.47
H -0.7621 2.2193 -1.3194 0.2663 0.3562 0.2277 0.28
N 0.0607 -0.6415 0.4411 -0.0620 -0.1153 -0.2650 -0.46
C -0.0911 -0.7465 1.6473 0.1708 0.0556 0.1513 0.43
N -0.0510 -0.7345 2.8492 0.3506 0.0191 0.1037 -0.43
H 0.1572 -1.4393 -0.1698 -0.1206 -0.4494 0.3188 0.25
H -0.8019 -0.7300 3.5096 -0.3530 -0.0338 -0.0442 0.28
```
Forces are in eV/Å.

=====

No. 6
Computed, not measured: 2 unconnected molecules or ions with the total composition CH3N3O2S in a non-equilibrium geometry, with ωB97M-V/def2-TZVPD.

Properties
E_HOMO: -9.72 eV
HOMO-LUMO gap: 0.3556 Eh
lowest unoccupied orbital energy: 0.0 eV
charge: 0

Structure (XYZ):
```
10
Properties=species:S:1:pos:R:3:forces:R:3:mulliken_charge:R:1
C 0.0318 -0.0486 0.1657 2.9225 0.3617 -1.1625 -0.31
N -1.8311 -2.2174 0.0873 -0.5000 0.0289 -2.5881 -0.07
N -2.0376 -2.0957 -0.9944 0.5661 -1.1707 2.7042 0.09
N -0.6091 0.8074 0.8197 -0.1687 -0.9495 1.2089 -0.28
O -2.4343 0.2374 -1.1867 0.2108 1.4319 0.6486 -0.50
O -3.1843 0.7995 1.0892 0.0383 0.0392 -0.2415 -0.50
S -2.4534 1.2121 -0.0938 -1.4985 0.1623 -0.4913 0.66
H 1.0228 -0.5330 0.5907 -2.3627 0.3844 -0.9156 0.25
H -0.2299 -0.0357 -0.9538 0.6370 -0.6431 1.6229 0.38
H -0.5278 0.7951 1.8542 0.1550 0.3549 -0.7856 0.27
```
Forces are in eV/Å.

=====

No. 7
Computed, not measured: CH3N3O2S in the gas phase in a non-equilibrium geometry, with ωB97M-V/def2-TZVPD.

Properties
E_HOMO: -10.25 eV
HOMO-LUMO gap: 0.3667 Eh
lowest unoccupied orbital energy: -0.3 eV
charge: 0

Structure (XYZ):
```
10
Properties=species:S:1:pos:R:3:forces:R:3:mulliken_charge:R:1
C 1.2744 0.4871 -0.2098 1.4816 -1.4523 1.8724 0.54
N 0.3127 1.2298 -0.3769 -0.1936 3.0278 0.0425 -0.46
N -1.3758 -0.8094 -0.0287 -0.6508 -0.7014 -1.4699 -0.61
N 2.0053 -0.3826 0.2176 -0.9178 1.5961 -0.6753 -0.36
O -2.0716 1.4308 -1.0173 -0.0147 -0.4103 1.0550 -0.54
O -1.4556 1.1204 1.4199 -0.4164 1.8265 0.7816 -0.55
S -1.5193 0.6723 0.0713 -0.8075 -1.3312 -0.8461 1.00
H 0.1382 2.2404 -0.0413 1.5049 -2.0476 -0.8323 0.39
H -1.3353 -1.1306 0.9194 0.1776 -0.4495 0.4881 0.30
H 2.9094 -0.7412 -0.0350 -0.1633 -0.0583 -0.4159 0.29
```
Forces are in eV/Å.

=====

No. 8
Computed, not measured: CH3N3O6Si in the gas phase in a non-equilibrium geometry, with ωB97M-V/def2-TZVPD.

Properties
E_HOMO: -11.54 eV
structure (SMILES): C[Si]([N+](=O)[O-])([N+](=O)[O-])[N+](=O)[O-]
HOMO-LUMO gap: 0.3670 Eh
lowest unoccupied orbital energy: -1.6 eV
charge: 0

Structure (XYZ):
```
14
Properties=species:S:1:pos:R:3:forces:R:3:mulliken_charge:R:1
C -0.6070 0.5274 1.6537 -1.2898 -1.2925 -0.5157 -0.96
Si -0.0902 -0.0637 -0.0560 0.7425 1.9696 1.1710 0.34
N 1.7349 0.0841 -0.0582 1.2249 -0.3826 0.6273 0.99
O 2.3835 -0.3127 0.8986 -0.8592 -0.5309 0.5762 -0.59
O 2.2598 0.6499 -0.9732 0.0304 0.8165 -1.6456 -0.56
N -0.5498 0.9958 -1.5194 -0.0077 -0.9134 2.3133 1.01
O -0.6551 2.1251 -1.0770 0.0010 0.9653 -0.2657 -0.56
O -0.7696 0.5909 -2.6070 -0.2555 -0.1352 -1.6858 -0.57
N -0.4127 -1.7367 -0.6427 -1.0749 -2.8095 -0.4317 0.96
O -1.3284 -2.3649 -0.1240 -0.7121 1.1116 1.3226 -0.58
O 0.1831 -2.2549 -1.5513 1.5590 1.0809 -0.7673 -0.50
H 0.0411 1.0631 2.3307 0.9465 0.3405 -0.6768 0.37
H -1.5295 1.1874 1.5531 0.6935 -1.5230 0.3638 0.33
H -0.6600 -0.4910 2.1727 -0.9988 1.3028 -0.3856 0.31
```
Forces are in eV/Å.

=====

These records have energy above the lowest of the compared OMol25 structures with the same formula, charge and spin values of 2.8686 0.9002 4.5196 5.8772 1.7751 0.5261 2.5923 0.0000 eV, in the order they appear.